# 1
DFT (ωB97M-V/def2-TZVPD) results for a cluster of 3 separate species, H3N3O3 in total.

```
9
Properties=species:S:1:pos:R:3:forces:R:3
N -1.0465 4.5613 0.3578 0.973 0.917 -0.398
N -0.2650 5.2799 0.0764 -0.976 -0.909 0.375
N -0.7983 1.6347 2.1332 0.821 -3.418 -1.967
O 0.2190 0.8058 2.6020 0.699 -1.816 -0.309
O 0.4393 0.0926 0.1464 2.126 -2.700 -0.275
O -0.8979 2.5813 2.8040 -1.368 4.629 2.363
H -0.2088 0.4361 -0.4483 -0.601 0.047 -0.780
H 0.3526 0.1470 1.8654 -0.286 0.972 0.445
H 0.8733 -0.7538 -0.2299 -1.387 2.280 0.545
```
Positions in Å, forces in eV/Å.

Summary:
HOMO-LUMO gap (alpha / beta) ... 7.71 / 9.71 eV
Energy above the lowest of the compared OMol25 structures with the same formula, charge and spin ... 0.0 kcal per mole
Multiplicity ... 3
E_tot ... -391.63684 hartree
LUMO energy (alpha / beta) ... 0.360 / -1.668 eV
<S²> ... 2.0081
HOMO level (alpha / beta) ... -7.35 / -11.38 eV

So, what does the Mulliken scheme give us? The charges, in e, come out as:
1 N 0.076
2 N -0.073
3 N 0.236
4 O -0.362
5 O -0.685
6 O -0.312
7 H 0.324
8 H 0.463
9 H 0.334



# 2
DFT (ωB97M-V/def2-TZVPD) results for a cluster of 2 separate species, C2H4N2O in total.

```
9
Properties=species:S:1:pos:R:3:forces:R:3
C -1.3854 -0.1261 -0.2703 -2.399 -0.193 -0.052
C 0.0540 0.1062 -0.2389 3.653 -1.873 -3.637
N -2.5507 -0.1203 -0.2273 2.166 -0.163 -0.156
N 0.7904 -0.8190 0.6161 -0.437 -2.394 -2.151
O 0.3127 1.3905 0.0862 -0.272 1.000 0.595
H 0.6143 -0.0038 -1.6602 -1.925 0.007 3.689
H 1.1589 -1.6470 0.0329 -0.807 1.869 1.524
H 1.5241 -0.4444 1.1889 0.106 0.633 -0.219
H -0.5182 1.6639 0.4727 -0.084 1.114 0.407
```
Positions in Å, forces in eV/Å.

Summary:
HOMO-LUMO gap ... 10.18 eV
Energy above the lowest of the compared OMol25 structures with the same formula, charge and spin ... 59.1 kcal per mole
E_tot ... -263.26914 hartree
LUMO energy ... 0.391 eV
HOMO level ... -9.79 eV

So, what does the Mulliken scheme give us? The charges, in e, come out as:
1 C 0.124
2 C 0.246
3 N -0.379
4 N -0.581
5 O -0.446
6 H 0.219
7 H 0.261
8 H 0.232
9 H 0.325



# 3
DFT (ωB97M-V/def2-TZVPD) results for a cluster of 2 separate species, C2H6OS2 in total.

```
11
Properties=species:S:1:pos:R:3:forces:R:3
C -2.0030 1.1479 -1.7163 -0.274 -0.073 0.310
O -1.6753 0.0399 -1.4102 0.131 -0.538 -0.048
H -3.0568 1.3849 -1.9393 0.031 0.137 -0.130
H -1.2688 1.9541 -1.7224 0.147 0.455 -0.164
C 1.1350 -1.2341 0.0883 -0.354 0.234 0.669
S 0.7236 0.3795 0.8197 0.143 -0.173 -0.044
S 1.4826 -0.0950 2.7168 0.006 0.049 -0.041
H 2.1524 -1.4945 0.3625 0.182 0.020 -0.295
H 0.9868 -1.1394 -0.9779 0.107 -0.017 -0.191
H 0.4617 -1.9845 0.4923 -0.085 -0.096 -0.076
H 1.0619 1.0411 3.2865 -0.033 0.003 0.010
```
Positions in Å, forces in eV/Å.

Summary:
HOMO-LUMO gap ... 8.62 eV
Energy above the lowest of the compared OMol25 structures with the same formula, charge and spin ... 14.7 kcal per mole
E_tot ... -951.36858 hartree
LUMO energy ... 0.644 eV
SMILES ... C=O.CSS
HOMO level ... -7.98 eV

So, what does the Mulliken scheme give us? The charges, in e, come out as:
1 C -0.103
2 O -0.347
3 H 0.244
4 H 0.215
5 C -0.912
6 S 0.006
7 S -0.234
8 H 0.390
9 H 0.286
10 H 0.315
11 H 0.138



# 4
DFT (ωB97M-V/def2-TZVPD) results for a cluster of 9 separate species, C36H99N9O9 in total.

```
153
Properties=species:S:1:pos:R:3:forces:R:3
C 3.9914 -27.1158 -4.5058 -0.329 0.055 1.146
O 3.9652 -26.6370 -3.1268 -0.863 -0.637 -0.364
C 2.7450 -27.0057 -2.4171 0.771 0.206 0.523
C 2.8422 -26.5617 -0.8932 0.419 -0.645 -1.257
C 3.9982 -27.3127 -0.2254 0.212 0.454 0.220
N 1.6228 -26.8508 -0.1448 -0.435 -0.431 -0.278
H 3.4713 -26.4166 -5.1605 0.237 0.191 -0.078
H 3.4948 -28.0777 -4.6334 -0.245 -0.182 0.366
H 5.0226 -27.3059 -4.8034 0.032 0.530 0.099
H 1.8589 -26.5903 -2.8971 -0.064 0.415 -0.082
H 2.6344 -28.0872 -2.4956 -0.007 -0.261 0.299
H 2.9497 -25.4773 -0.8672 0.849 0.106 -0.284
H 3.7993 -28.3747 -0.0814 -0.385 -0.026 -0.278
H 4.1670 -26.9158 0.7756 0.062 0.139 0.117
H 4.9396 -27.2377 -0.7698 -0.113 0.181 -0.120
H 0.8775 -26.2470 -0.4608 -0.235 0.013 -0.244
H 1.7717 -26.5571 0.8100 0.130 -0.159 0.264
C 12.8308 -31.3163 1.0705 0.622 -0.173 -0.483
O 12.7333 -31.8614 2.3732 -0.495 -0.285 0.051
C 13.8079 -32.7053 2.8054 0.915 2.142 -1.261
C 13.4511 -33.4119 4.0193 -1.649 -0.800 2.380
C 13.0658 -32.5544 5.2345 -0.427 0.895 -0.828
N 14.5477 -34.3229 4.4062 -0.898 0.225 -0.596
H 12.2852 -30.3881 0.9007 -0.224 0.123 0.923
H 12.4240 -31.9700 0.2989 0.176 -0.525 0.061
H 13.8708 -31.0808 0.8445 0.151 -0.104 -0.153
H 14.1764 -33.4156 2.0653 -0.435 -0.100 -0.495
H 14.6606 -32.0588 3.0127 0.365 0.214 0.015
H 12.5366 -33.9535 3.7777 -0.208 -0.506 -0.124
H 13.7540 -31.7100 5.2743 0.365 -0.156 0.745
H 12.8920 -33.0990 6.1626 0.863 -0.201 0.018
H 12.0951 -32.0698 5.1299 -0.190 -0.050 -0.601
H 14.0982 -34.9111 5.0933 0.356 -0.269 0.497
H 14.5803 -34.9232 3.5946 0.708 -0.544 -0.166
C 7.0256 -29.7309 1.9327 0.227 -0.274 -0.610
O 8.0045 -28.7642 2.1388 0.893 -0.032 2.316
C 8.8965 -28.9226 3.3062 0.374 1.225 -1.973
C 9.9567 -29.9931 3.0840 0.470 0.538 0.137
C 9.4417 -31.3681 3.4172 0.063 -0.617 -0.295
N 11.1865 -29.6744 3.8480 -0.367 -0.206 0.035
H 6.2231 -29.1987 1.4220 -0.387 -0.338 0.120
H 6.7164 -30.2352 2.8482 -0.314 0.144 -0.008
H 7.4619 -30.4600 1.2499 -0.391 -0.475 -0.021
H 9.3774 -27.9504 3.1983 0.386 0.009 0.686
H 8.4163 -28.9597 4.2840 -0.483 -0.260 -0.188
H 10.2301 -29.9704 2.0290 -0.402 0.053 -0.365
H 9.6008 -31.6605 4.4551 0.095 0.180 0.138
H 9.9582 -32.0764 2.7694 -0.028 -0.324 0.195
H 8.3738 -31.4456 3.2130 0.060 -0.105 -0.025
H 11.8262 -30.4527 3.7771 -0.062 -0.478 -0.071
H 11.7232 -28.9259 3.4335 -0.345 0.605 -0.380
C 6.3405 -30.4970 6.0405 -0.168 1.639 0.234
O 6.5129 -29.1681 6.6209 0.862 -0.889 -0.458
C 7.8414 -29.1445 7.1780 0.017 0.219 1.051
C 8.2586 -27.7492 7.6388 -0.522 1.368 -1.971
C 8.4576 -26.8482 6.3873 -1.365 -0.247 -0.317
N 9.4477 -27.6270 8.4152 1.070 -0.702 0.983
H 7.0740 -30.6256 5.2445 0.387 -0.382 0.228
H 5.3852 -30.5512 5.5185 -0.220 0.096 0.456
H 6.4202 -31.2069 6.8638 0.036 -0.413 -0.328
H 7.8877 -29.7655 8.0726 -0.173 -0.419 0.154
H 8.5769 -29.5597 6.4889 0.088 0.098 -0.296
H 7.4833 -27.3275 8.2785 -0.518 -0.061 -0.322
H 9.1306 -27.2561 5.6332 0.179 -0.440 0.238
H 8.8362 -25.8462 6.5893 -0.186 0.086 0.392
H 7.4750 -26.7705 5.9219 -0.032 0.333 -0.390
H 10.2093 -28.0527 7.9064 0.157 -0.517 -0.130
H 9.6520 -26.6405 8.3428 0.206 0.202 0.550
C 9.2380 -32.4864 -0.7232 -0.467 -0.237 -0.234
O 8.4548 -32.0573 -1.8154 -0.470 0.786 -0.175
C 7.3215 -31.2806 -1.4058 -0.556 -0.236 -0.446
C 6.3055 -31.1099 -2.5770 -1.121 -1.572 0.374
C 5.0621 -30.2531 -2.2970 0.625 1.207 0.237
N 5.8035 -32.4253 -3.0108 0.597 -0.819 -0.401
H 8.7016 -33.1951 -0.0923 -0.535 0.156 0.359
H 9.5347 -31.6158 -0.1382 0.495 -0.115 0.219
H 10.0517 -33.1117 -1.0906 0.332 0.619 -0.242
H 6.9438 -31.7548 -0.5000 -0.875 -0.486 -0.134
H 7.4984 -30.2739 -1.0271 0.997 0.388 -0.281
H 6.8446 -30.6701 -3.4161 0.148 -0.066 -0.010
H 4.2406 -30.4266 -2.9921 0.250 -0.414 -0.235
H 5.3167 -29.2066 -2.4648 -0.096 0.342 0.466
H 4.6254 -30.3798 -1.3064 0.234 -0.059 0.199
H 5.0754 -32.3490 -3.7067 0.162 0.355 -0.291
H 5.3480 -32.9610 -2.2858 0.259 0.156 0.572
C 17.2740 -25.1228 1.5958 -0.670 0.061 -0.243
O 16.3562 -26.2027 1.8243 -0.182 0.609 0.335
C 14.9579 -25.8668 1.7624 0.444 -0.573 0.171
C 14.1044 -26.9933 2.3827 -0.902 0.303 0.824
C 14.4680 -28.4135 2.0481 0.461 0.851 0.438
N 12.6465 -26.8480 2.1141 1.005 0.672 -0.959
H 17.0680 -24.6468 0.6371 0.226 -0.279 -0.438
H 18.2974 -25.4923 1.6597 -0.243 -0.269 -0.228
H 17.2165 -24.2783 2.2826 -0.420 -0.215 0.681
H 14.7433 -24.9405 2.2953 0.128 0.194 0.228
H 14.6361 -25.6987 0.7346 0.115 -0.087 -0.425
H 14.1617 -26.9511 3.4704 0.446 0.379 0.178
H 14.2328 -28.6524 1.0110 0.291 -0.165 0.003
H 13.8698 -29.0014 2.7443 0.213 -0.482 -0.275
H 15.5267 -28.4319 2.3068 0.089 -0.886 -0.407
H 12.6452 -26.9448 1.1087 -0.597 -0.813 -0.706
H 12.4412 -25.8593 2.0942 -0.441 0.519 0.819
C 11.2931 -24.2494 3.5278 0.899 1.206 1.214
O 10.5060 -24.4798 2.4278 0.201 -0.754 -1.075
C 9.2383 -25.0267 2.6949 -1.250 1.881 0.598
C 8.4971 -25.3160 1.3896 0.116 -1.231 0.272
C 6.9806 -25.4343 1.6265 0.335 -0.204 -0.716
N 9.0652 -26.5404 0.8022 0.092 -0.081 0.229
H 12.3277 -24.0393 3.2564 0.144 -0.445 -0.546
H 11.3117 -25.0161 4.3024 -0.263 -0.450 -0.135
H 11.0567 -23.3059 4.0199 -0.659 0.176 0.288
H 9.2713 -25.7781 3.4838 0.254 -1.036 -0.567
H 8.6387 -24.2926 3.2332 -0.128 0.798 0.077
H 8.6953 -24.5444 0.6457 -0.025 0.498 0.417
H 6.5932 -24.4640 1.9372 -0.191 -0.233 0.352
H 6.7079 -26.2760 2.2631 0.255 0.307 0.722
H 6.4476 -25.7218 0.7202 0.286 0.326 -0.445
H 8.6753 -27.3172 1.3166 -0.690 -0.313 -0.376
H 9.9917 -26.5755 1.2029 0.823 0.111 -0.555
C 6.3417 -33.5750 4.5584 -0.116 0.223 -0.396
O 5.7850 -32.7795 3.5173 -1.100 -0.562 0.185
C 4.4666 -33.1876 3.0240 1.177 1.426 -0.271
C 4.1520 -32.0952 1.9843 -0.697 0.732 0.324
C 3.7034 -30.7447 2.5127 1.692 0.329 1.371
N 3.0273 -32.4699 1.1702 -0.821 -1.988 -0.766
H 5.7669 -33.5890 5.4845 -0.488 0.069 -0.041
H 7.2919 -33.1109 4.8226 0.130 -0.206 -0.233
H 6.4690 -34.5990 4.2074 0.219 -0.136 0.095
H 4.4754 -34.1453 2.5035 0.312 -0.221 0.088
H 3.7288 -33.2278 3.8254 -0.031 0.091 0.257
H 5.0710 -32.0075 1.4048 -0.024 0.131 -0.233
H 2.7649 -30.8010 3.0643 -0.162 -0.143 -0.235
H 3.6356 -30.0475 1.6776 -0.126 0.095 0.132
H 4.4400 -30.3753 3.2262 0.062 0.449 0.034
H 2.5471 -31.6806 0.7620 0.442 0.323 -0.281
H 2.3410 -32.7663 1.8493 -0.446 -0.533 -0.055
C 13.7828 -31.2768 8.7932 0.562 -0.114 -0.098
O 12.6516 -30.4944 9.0468 -0.884 0.371 -0.184
C 12.6781 -29.0976 8.7132 1.588 -0.318 -0.288
C 12.5877 -28.7876 7.2191 -0.231 0.588 -0.317
C 12.5666 -27.2989 6.9269 0.391 1.037 0.920
N 11.4362 -29.4327 6.6888 -0.736 -0.685 -0.085
H 14.0969 -31.3263 7.7506 -0.076 0.375 -0.292
H 13.5939 -32.3160 9.0625 -0.441 0.102 0.212
H 14.6421 -30.9693 9.3893 0.169 0.285 0.093
H 11.9050 -28.6019 9.3003 -0.190 -0.229 -0.216
H 13.6445 -28.6819 8.9982 0.250 0.092 0.548
H 13.4758 -29.0511 6.6448 0.666 -0.807 0.431
H 11.8097 -26.7065 7.4410 -0.373 -0.267 -0.046
H 12.5458 -27.0260 5.8718 -0.159 -0.407 -0.137
H 13.4960 -26.8848 7.3178 0.281 0.095 -0.060
H 11.5802 -30.4253 6.8076 -0.302 -0.381 0.429
H 11.4087 -29.3555 5.6821 -0.318 0.354 -0.406
```
Positions in Å, forces in eV/Å.

Summary:
HOMO-LUMO gap ... 9.13 eV
Energy above the lowest of the compared OMol25 structures with the same formula, charge and spin ... 92.3 kcal per mole
E_tot ... -2600.68728 hartree
LUMO energy ... 0.566 eV
SMILES ... COC[C@H](C)N.COC[C@H](C)N.COC[C@H](C)N.COC[C@H](C)N.COC[C@H](C)N.COC[C@H](C)N.COC[C@H](C)N.COC[C@H](C)N.COC[C@H](C)N
HOMO level ... -8.56 eV

Here are the Mulliken charges for atoms 1 to 99, given in e:
1 C -0.812
2 O -0.328
3 C -0.648
4 C 0.297
5 C -1.161
6 N -0.778
7 H 0.323
8 H 0.329
9 H 0.273
10 H 0.388
11 H 0.233
12 H 0.306
13 H 0.171
14 H 0.497
15 H 0.360
16 H 0.268
17 H 0.263
18 C -0.917
19 O 0.161
20 C -1.384
21 C 0.505
22 C -0.758
23 N -0.767
24 H 0.206
25 H 0.248
26 H 0.484
27 H 0.426
28 H 0.466
29 H 0.277
30 H 0.210
31 H 0.451
32 H -0.149
33 H 0.323
34 H 0.318
35 C 0.103
36 O -0.499
37 C 0.979
38 C 1.074
39 C -0.713
40 N 0.303
41 H 0.177
42 H 0.090
43 H 0.141
44 H -1.031
45 H -0.530
46 H -0.214
47 H 0.432
48 H 0.209
49 H -0.195
50 H -0.380
51 H -0.309
52 C -0.377
53 O -0.452
54 C -0.273
55 C 0.241
56 C -1.355
57 N -0.829
58 H -0.051
59 H 0.241
60 H 0.440
61 H 0.474
62 H -0.067
63 H 0.286
64 H 0.048
65 H 0.569
66 H 0.455
67 H 0.213
68 H 0.311
69 C -0.541
70 O -0.496
71 C 0.361
72 C 0.391
73 C -0.979
74 N -0.797
75 H 0.288
76 H 0.128
77 H 0.393
78 H -0.313
79 H 0.284
80 H 0.352
81 H 0.461
82 H 0.215
83 H -0.114
84 H 0.260
85 H 0.226
86 C -0.814
87 O -0.300
88 C -0.733
89 C -0.010
90 C -0.807
91 N -0.163
92 H 0.330
93 H 0.259
94 H 0.315
95 H 0.411
96 H 0.384
97 H 0.116
98 H 0.296
99 H -0.032



# 5
DFT (ωB97M-V/def2-TZVPD) results for a cluster of 2 separate species, C3H5NO in total.

```
10
Properties=species:S:1:pos:R:3:forces:R:3
C -1.0912 -0.1112 0.7505 -0.355 -0.056 0.023
N -2.2989 -0.3172 0.5025 0.501 0.079 -0.018
C -1.2706 -0.3683 -0.6533 -0.287 -0.058 -0.270
H -0.4468 0.1126 1.5924 -0.142 -0.030 0.027
H -1.0602 -1.3502 -1.0747 -0.012 0.177 0.142
H -1.3065 0.4505 -1.3718 0.003 -0.126 0.177
C 1.8731 0.4043 0.0715 -0.029 -0.284 -0.376
O 1.6435 -0.3877 -0.8045 0.281 0.302 0.308
H 1.4223 1.4163 0.0664 0.080 -0.070 0.033
H 2.5355 0.1508 0.9211 -0.040 0.066 -0.046
```
Positions in Å, forces in eV/Å.

Summary:
HOMO-LUMO gap ... 10.69 eV
Energy above the lowest of the compared OMol25 structures with the same formula, charge and spin ... 77.0 kcal per mole
E_tot ... -247.18447 hartree
LUMO energy ... 0.532 eV
SMILES ... C1=NC1.C=O
HOMO level ... -10.16 eV

So, what does the Mulliken scheme give us? The charges, in e, come out as:
1 C 0.073
2 N -0.467
3 C -0.392
4 H 0.308
5 H 0.230
6 H 0.251
7 C -0.214
8 O -0.367
9 H 0.306
10 H 0.273



# 6
DFT (ωB97M-V/def2-TZVPD) results for the ion C3HClNO3 with charge -1.

```
9
Properties=species:S:1:pos:R:3:forces:R:3
O 0.2840 2.2132 -0.2450 -0.106 -0.160 0.068
C 0.1573 1.0096 -0.1898 0.480 0.927 -0.040
N 1.5993 0.1192 -0.4387 -5.243 0.630 0.416
O 0.9233 -1.1570 -0.2289 0.345 -0.949 0.149
C -0.4852 -1.1443 0.0235 -0.364 -0.257 0.203
O -0.9922 -2.2411 0.1736 0.119 0.250 -0.051
C -1.0306 0.1756 0.0467 5.084 -0.217 -0.903
Cl -2.5889 0.7349 0.4408 0.028 -0.071 -0.051
H 2.1329 0.2900 0.4177 -0.344 -0.153 0.208
```
Positions in Å, forces in eV/Å.

Summary:
HOMO-LUMO gap ... 7.57 eV
Energy above the lowest of the compared OMol25 structures with the same formula, charge and spin ... 25.0 kcal per mole
E_tot ... -855.58831 hartree
LUMO energy ... 3.647 eV
SMILES ... O=c1[nH]oc([O-])c1Cl
Net charge ... -1
HOMO level ... -3.93 eV

So, what does the Mulliken scheme give us? The charges, in e, come out as:
1 O -0.644
2 C 0.479
3 N -0.297
4 O -0.277
5 C 0.504
6 O -0.677
7 C -0.062
8 Cl -0.243
9 H 0.217